Entry one
DFT (ωB97M-V with the def2-TZVPD basis set) results for an isolated molecule of C2H6N2.

```
! RIJCOSX wB97M-V def2-TZVPD def2/J DEFGRID3
* xyz 0 1
C 0.5374 -0.0033 -0.0349
C -1.7655 -0.0440 0.0106
N 2.3051 0.0067 -0.0560
N -0.5423 0.6803 -0.1237
H 0.4335 -1.1057 0.0785
H 2.5767 0.2562 -1.0569
H -2.4006 -0.1234 -0.8634
H -1.5992 -0.9524 0.6539
H -2.1703 0.7034 0.6719
H 2.6252 0.5822 0.7200
*
```

Calculated values
SMILES	C/N=C/N
LUMO level	0.0443	Eh
frontier orbital gap	10.95	eV

=====

Entry two
DFT (ωB97M-V with the def2-TZVPD basis set) results for an isolated molecule of C2H6N2.

```
! RIJCOSX wB97M-V def2-TZVPD def2/J DEFGRID3
* xyz 0 1
C -0.0631 -0.1072 0.5927
C 0.3039 0.1624 -0.7153
N -0.4798 -0.3888 -1.7347
N 0.6406 0.3323 1.6634
H -0.9511 -0.9438 0.7393
H 0.9387 0.9233 -1.1871
H -1.1251 0.2129 -2.2564
H -1.1986 -1.0524 -1.4669
H 0.6875 -0.2704 2.4712
H 1.2470 1.1317 1.8938
*
```

Calculated values
SMILES	N/C=C/N
LUMO level	0.0449	Eh
frontier orbital gap	8.26	eV

=====

Q: Which of them is the least stable? A: entry one.

=====

Entry one
DFT (ωB97M-V with the def2-TZVPD basis set) results for a structure of composition C6H12O2.

```
! RIJCOSX wB97M-V def2-TZVPD def2/J DEFGRID3
* xyz 0 1
C 0.4654 -1.7138 1.0677
C 0.3214 -1.4882 -1.5603
C -0.8017 -1.0951 1.3954
O 1.0745 -0.9758 -0.4431
H 1.3287 -1.4417 1.6633
H 0.4813 -2.7465 0.7350
H 0.4051 -2.5749 -1.5494
H -0.7164 -1.1638 -1.4967
H 0.7767 -1.0974 -2.4686
H -0.8323 -0.0920 0.7327
H -1.6748 -1.6873 1.1306
H -0.8459 -0.7151 2.4139
C -0.1928 2.6282 -0.0215
O -1.4077 3.1837 -0.5415
C -0.0768 1.1635 -0.2296
C 1.0725 0.5527 -0.3663
H -1.9788 2.4331 -0.7456
H 0.6311 3.1931 -0.4817
H -0.1528 2.8260 1.0603
H 2.1236 0.8113 -0.2946
*
```

Calculated values
LUMO level	0.0254	Eh
frontier orbital gap	7.99	eV

=====

Entry two
DFT (ωB97M-V with the def2-TZVPD basis set) results for a cluster of 2 separate species, C6H12O2 in total.

```
! RIJCOSX wB97M-V def2-TZVPD def2/J DEFGRID3
* xyz 0 1
C 1.1981 -0.3847 -0.7630
C 1.7202 -0.7127 0.6050
C 0.7445 -1.3951 -1.6716
O 1.5862 0.7775 -1.3195
H 1.8036 1.4309 -0.6409
H -0.3245 0.0275 -0.2024
H 1.6751 0.1463 1.2769
H 1.0461 -2.4005 -1.3850
H 0.9588 -1.1604 -2.7114
H -0.4412 -1.4044 -1.5736
H 1.1464 -1.5254 1.0462
H 2.7654 -1.0289 0.5148
C -1.4520 1.6814 1.5137
C -2.1302 0.6676 0.6398
C -1.4872 -0.1388 -0.2229
O -1.8101 -1.0383 -1.0508
H -3.2104 0.5828 0.6929
H -1.6258 1.4973 2.5801
H -0.3669 1.6759 1.3617
H -1.7960 2.7018 1.3102
*
```

Calculated values
LUMO level	-0.0029	Eh
frontier orbital gap	7.23	eV

=====

Q: Which of them is the least stable? A: entry one.

=====

Entry one
DFT (ωB97M-V with the def2-TZVPD basis set) results for an isolated molecule of C2H6N2O3.

```
! RIJCOSX wB97M-V def2-TZVPD def2/J DEFGRID3
* xyz 0 1
C -1.9601 -0.2373 -0.1036
C 1.6480 -0.3661 0.0362
H -2.1520 0.5994 -0.9605
H -2.1474 -1.1469 -0.5217
H -2.5917 -0.2215 1.0113
H 0.2289 -2.0480 -0.0444
H 2.3851 1.4667 -0.3696
H 0.1019 1.7219 0.7085
N 0.3626 -0.9949 -0.3031
N 1.6846 1.0232 0.1348
O -0.6584 -0.3148 0.4785
O 2.6194 -1.0520 0.0815
O 0.4791 1.5704 -0.1480
*
```

Calculated values
SMILES	CONC(=O)NO
LUMO level	0.0266	Eh
frontier orbital gap	10.43	eV

=====

Entry two
DFT (ωB97M-V with the def2-TZVPD basis set) results for an isolated molecule of C2H6N2O3.

```
! RIJCOSX wB97M-V def2-TZVPD def2/J DEFGRID3
* xyz 0 1
O -2.0789 0.8232 -0.5526
N -0.9076 1.1600 -0.7068
O -1.2690 -2.0294 -0.7002
O -0.0692 -1.7885 0.0274
N 0.1057 0.4589 -0.0288
C 1.4903 1.0152 -0.1437
C -0.2436 -0.6742 0.8780
H -1.6230 -1.2627 -1.1950
H 1.4318 2.0090 -0.5787
H 2.0308 1.1430 0.7662
H 2.0525 0.3945 -0.8401
H 0.3670 -0.5946 1.8034
H -1.2870 -0.6544 1.2709
*
```

Calculated values
SMILES	CN(COO)N=O
LUMO level	0.0181	Eh
frontier orbital gap	10.10	eV

=====

Q: Which of them is the least stable? A: entry two.

=====

Entry one
DFT (ωB97M-V with the def2-TZVPD basis set) results for a cluster of 2 separate species, C7H17NO in total.

```
! RIJCOSX wB97M-V def2-TZVPD def2/J DEFGRID3
* xyz 0 1
C -3.7951 1.4357 0.3802
C -3.0676 2.7368 0.6880
H -3.7522 1.0160 -0.6948
H -3.5100 0.5786 0.9365
H -4.9713 1.5962 0.6555
H -3.3910 3.5479 0.0173
H -3.2414 3.0140 1.7130
H -2.0220 2.6766 0.4908
C 0.0194 -1.0867 -1.0959
C -1.2170 -1.8039 -0.3496
C 2.0496 -2.1543 0.2277
C 1.0885 1.4525 0.0079
C 1.9161 0.0217 -0.0073
O 2.9468 0.0553 0.5872
N 1.4795 -1.0700 -0.6050
H 0.0631 -1.7483 -2.1161
H -0.1562 -0.0843 -1.6044
H -2.0223 -0.8934 -0.2473
H -0.7321 -1.9106 0.6397
H 2.9316 -1.8605 0.7109
H -0.0054 1.5674 0.2046
H 1.1639 2.0545 -0.7989
H -1.6117 -2.6640 -0.6683
H 1.3922 -2.5371 0.9494
H 2.3858 -2.9685 -0.5454
H 1.5855 2.0521 0.7881
*
```

Calculated values
SMILES	CCN(C)C(C)=O.CC
LUMO level	0.0307	Eh
frontier orbital gap	10.19	eV

=====

Entry two
DFT (ωB97M-V with the def2-TZVPD basis set) results for a cluster of 2 separate species, C7H17NO in total.

```
! RIJCOSX wB97M-V def2-TZVPD def2/J DEFGRID3
* xyz 0 1
C -0.1254 1.5635 2.7330
C 0.7089 0.6034 1.8179
C 1.0514 1.2008 0.4627
C 1.8781 0.4870 -0.5014
C 1.9877 1.2257 -1.8940
C -1.2726 -1.4071 -0.6732
C -2.3401 -1.0778 0.3521
H 0.2485 2.6047 2.8191
H -1.0584 1.6528 2.4266
H -0.0405 1.1923 3.7684
H -0.1004 -0.3208 1.5990
H 1.6884 0.2600 2.2512
H 0.1023 1.3129 0.0026
H 1.3249 2.2800 0.6406
H 1.5076 -0.5191 -0.6203
H 3.0269 0.1912 -0.4185
H 2.1377 2.3193 -1.5877
H 2.8780 0.8514 -2.5879
H 1.0967 1.3226 -2.4957
H -0.6968 -1.1509 -2.5225
H -2.3419 -0.2778 -2.2078
H -3.4242 -0.7978 0.0273
H -1.4569 -0.2488 0.7415
H -2.2395 -1.9995 1.0786
N -1.5553 -0.9956 -1.9954
O -0.3866 -2.1596 -0.3412
*
```

Calculated values
SMILES	CC(N)=O.CCCCC
LUMO level	0.0264	Eh
frontier orbital gap	10.55	eV

=====

Q: Which of them is the least stable? A: entry one.

=====

Entry one
DFT (ωB97M-V with the def2-TZVPD basis set) results for a cluster of 2 separate species, C7H17NO in total.

```
! RIJCOSX wB97M-V def2-TZVPD def2/J DEFGRID3
* xyz 0 1
C -0.1079 0.6480 1.1798
C 0.0434 0.5058 2.6845
C -0.1776 2.1147 0.7746
C -1.3211 -0.1006 0.6853
C 1.3021 -0.0210 0.5115
H 0.9967 0.9187 3.0207
H 0.0112 -0.5415 2.9859
H -0.7549 1.0367 3.2084
H -0.3623 2.2065 -0.2959
H 0.7492 2.6348 1.0257
H -0.9832 2.6150 1.3054
H -1.1134 -1.1757 0.5720
H -2.1778 0.0483 1.3418
H -1.6378 0.2218 -0.3026
H 1.5504 0.1430 -0.5307
H 2.1152 0.5134 0.9989
H 1.3151 -1.0542 0.8379
N 0.1509 -2.8034 -2.1080
C 0.2876 -0.4049 -2.3301
C -0.4034 -1.5268 -2.0737
O -0.3688 0.8039 -2.4693
H 0.1969 1.4282 -2.9379
H -0.3244 -3.4731 -1.5221
H 1.1506 -2.8227 -1.9667
H 1.3449 -0.4198 -2.5542
H -1.4817 -1.4951 -2.0413
*
```

Calculated values
SMILES	CC(C)(C)C.N/C=C/O
LUMO level	0.0295	Eh
frontier orbital gap	8.31	eV

=====

Entry two
DFT (ωB97M-V with the def2-TZVPD basis set) results for an isolated molecule of C7H17NO.

```
! RIJCOSX wB97M-V def2-TZVPD def2/J DEFGRID3
* xyz 0 1
C -0.2837 0.1580 -0.0647
C 0.4808 -1.0123 0.5708
C -1.7785 -0.5771 0.1933
C -0.2189 1.4783 0.6967
C -0.0172 0.3400 -1.5569
C 2.9160 0.0663 0.0179
C -2.8664 -0.0802 -0.7533
N 1.9998 -0.5574 0.9555
O 0.1439 -1.2871 1.8923
H 0.9592 -0.6913 2.3386
H 2.4295 -1.4431 1.2271
H 0.5280 -1.8942 -0.0816
H -1.8136 -1.6719 0.1722
H -2.0761 -0.2987 1.2113
H -1.0201 2.1485 0.3671
H -0.3246 1.3332 1.7757
H 0.7283 1.9946 0.5161
H -0.7317 1.0401 -2.0026
H 0.9769 0.7470 -1.7435
H -0.1077 -0.6072 -2.0976
H 3.9428 0.0015 0.3959
H 2.6958 1.1293 -0.1019
H 2.9097 -0.4257 -0.9593
H -3.8500 -0.3810 -0.3778
H -2.8782 1.0086 -0.8428
H -2.7440 -0.5181 -1.7486
*
```

Calculated values
SMILES	CCC(C)(C)[C@H](O)NC
LUMO level	0.0309	Eh
frontier orbital gap	10.28	eV

=====

Q: Which of them is the least stable? A: entry two.

=====

Entry one
DFT (ωB97M-V with the def2-TZVPD basis set) results for an isolated molecule of C3H10N2O.

```
! RIJCOSX wB97M-V def2-TZVPD def2/J DEFGRID3
* xyz 0 1
C 0.5351 -0.6780 0.2311
C 1.9796 -0.3737 0.5964
O 2.4921 -1.6730 0.8996
N -0.1772 0.4870 -0.2362
C -1.5355 0.2795 -0.7424
N -2.5667 1.2723 -0.3456
H 0.4084 -1.4532 -0.5151
H -0.1512 -1.1234 0.9243
H 1.9302 0.2609 1.4775
H 2.3782 0.1247 -0.2570
H 3.4803 -1.6678 1.1679
H -0.1438 1.2844 0.3801
H -1.3587 0.2889 -1.8011
H -2.0156 -0.6328 -0.3909
H -2.1818 2.1832 -0.1654
H -3.0734 1.4210 -1.2230
*
```

Calculated values
SMILES	NCNCCO
LUMO level	0.0334	Eh
frontier orbital gap	9.27	eV

=====

Entry two
DFT (ωB97M-V with the def2-TZVPD basis set) results for an isolated molecule of C3H10N2O.

```
! RIJCOSX wB97M-V def2-TZVPD def2/J DEFGRID3
* xyz 0 1
C 0.4350 -0.0839 0.6499
N -0.4744 -0.5651 -0.3409
C -1.2231 -1.6988 -0.0154
O -2.4977 -1.8310 -0.7267
C 1.3963 0.9784 -0.0748
N 0.6418 2.2597 -0.4189
H 1.0769 -0.8810 1.0752
H 0.0407 0.4447 1.6273
H -1.0057 0.2773 -0.5695
H -0.6344 -2.6289 -0.2937
H -1.3590 -1.8481 0.9893
H -2.1448 -1.6290 -1.5890
H 1.9804 1.1035 0.8221
H 2.0348 0.6296 -0.9258
H 1.4281 2.8969 -0.7212
H 0.3051 2.5756 0.5122
*
```

Calculated values
SMILES	NCCNCO
LUMO level	0.0375	Eh
frontier orbital gap	9.91	eV

=====

Entry three
DFT (ωB97M-V with the def2-TZVPD basis set) results for a cluster of 2 separate species, C3H10N2O in total.

```
! RIJCOSX wB97M-V def2-TZVPD def2/J DEFGRID3
* xyz 0 1
C -0.5703 1.6633 -0.0934
C -1.1342 0.3738 -0.7554
N -1.4374 0.7093 -2.1521
H -1.4186 2.1987 0.3361
H 0.2329 1.4634 0.6111
H -0.1647 2.2507 -0.9196
H -0.2826 -0.2761 -0.8202
H -1.9081 -0.0373 -0.1359
H -1.7933 -0.0598 -2.6941
H -1.9705 1.5685 -2.1556
C 1.6209 -2.0712 1.9176
N 1.9275 -1.1739 0.9489
O 0.6855 -2.8404 1.8586
H 2.2314 -2.0289 2.8258
H 1.4044 -1.3073 0.1002
H 2.5770 -0.4327 1.1280
*
```

Calculated values
SMILES	NC=O.CCN
LUMO level	0.0325	Eh
frontier orbital gap	10.17	eV

=====

Q: Which of them is the least stable? A: entry two.

=====

Entry one
DFT (ωB97M-V with the def2-TZVPD basis set) results for a cluster of 2 separate species, C3H10N2O in total.

```
! RIJCOSX wB97M-V def2-TZVPD def2/J DEFGRID3
* xyz 0 1
C 0.7076 0.9110 -0.8134
N 0.9030 0.8010 0.6157
C 2.0576 -0.0056 0.8039
H 0.4259 0.0408 -1.4518
H 1.5152 1.5428 -1.2666
H -0.2264 1.4119 -0.9385
H 0.1175 0.2777 1.0530
H 2.8797 0.5655 0.3042
H 2.4277 0.1650 1.8309
H 2.0727 -1.0520 0.3574
C -1.8124 -0.9752 -0.5927
N -2.5122 -0.6350 0.5204
O -2.0030 -0.3073 -1.6167
H -1.3507 -1.9443 -0.7348
H -2.5060 -1.1678 1.3235
H -2.6962 0.3715 0.6054
*
```

Calculated values
SMILES	NC=O.CNC
LUMO level	0.0298	Eh
frontier orbital gap	9.91	eV

=====

Entry two
DFT (ωB97M-V with the def2-TZVPD basis set) results for a structure of composition C3H10N2O.

```
! RIJCOSX wB97M-V def2-TZVPD def2/J DEFGRID3
* xyz 0 1
N -0.6394 -2.1270 -1.0245
C -0.4223 -1.4530 0.3018
O 0.7609 -0.8891 0.4346
H 0.2614 -2.4541 -1.3623
H -1.2666 -2.9230 -0.9800
H -1.3147 -0.7645 0.3444
H -0.6407 -2.2442 1.0643
C 0.2627 1.9707 1.0902
C -0.5100 1.1602 -0.6204
N 0.7412 1.5481 -0.2996
H 1.1411 2.2544 1.6909
H -0.1998 1.1457 1.6374
H -0.3287 2.8845 0.9943
H -1.1485 1.9339 -1.0517
H -0.6189 0.2116 -1.1600
H 1.2465 0.6346 -0.2211
*
```

Calculated values
LUMO level	-0.0546	Eh
frontier orbital gap	6.33	eV

=====

Entry three
DFT (ωB97M-V with the def2-TZVPD basis set) results for a cluster of 2 separate species, C3H10N2O in total.

```
! RIJCOSX wB97M-V def2-TZVPD def2/J DEFGRID3
* xyz 0 1
C -0.1843 0.1540 -1.4820
C -1.1546 1.3367 -1.4257
N -0.9696 2.2812 -2.5128
H 0.4585 0.1643 -0.5912
H -0.6787 -0.8053 -1.3711
H 0.5473 0.1761 -2.2865
H -2.1897 0.9615 -1.4154
H -1.0469 1.8313 -0.4654
H -1.1879 3.2353 -2.3228
H -0.3759 1.9731 -3.2474
C 1.5321 -1.4411 3.1377
N 0.6726 -2.3040 2.5005
O 1.2000 -0.6542 3.9925
H 2.5665 -1.5138 2.7593
H -0.2990 -2.3321 2.7157
H 1.1096 -3.0631 2.0145
*
```

Calculated values
SMILES	NC=O.CCN
LUMO level	0.0293	Eh
frontier orbital gap	9.35	eV

=====

Q: Which of them is the least stable? A: entry two.

=====

Entry one
DFT (ωB97M-V with the def2-TZVPD basis set) results for an isolated molecule of C4H7NO.

```
! RIJCOSX wB97M-V def2-TZVPD def2/J DEFGRID3
* xyz 0 1
C 0.9895 0.4902 0.4019
C 0.8764 -0.2962 -0.9126
O -0.0395 -1.3852 -0.7774
C -1.2455 -1.0392 -0.2858
N -1.4524 0.0748 0.3349
C -0.3889 0.8825 0.8526
H 1.4932 -0.1524 1.1353
H 1.6361 1.3638 0.2546
H 0.5319 0.3575 -1.7221
H 1.8215 -0.7541 -1.2111
H -2.0240 -1.7780 -0.4235
H -1.5961 0.2155 1.4307
H -0.6732 1.9301 0.9049
*
```

Calculated values
LUMO level (alpha / beta)	0.0359 / 0.0359	Eh
frontier orbital gap (alpha / beta)	7.87 / 7.87	eV

=====

Entry two
DFT (ωB97M-V with the def2-TZVPD basis set) results for an isolated molecule of C4H7NO.

```
! RIJCOSX wB97M-V def2-TZVPD def2/J DEFGRID3
* xyz 0 1
C 0.6946 0.7539 1.1462
C -1.0136 -1.0167 -0.4779
C -0.6192 0.3819 -0.8578
N 0.7145 0.5321 -0.2945
C -0.0056 -1.8613 -0.3563
O 0.8497 -2.6471 -0.2359
H 0.3728 -0.1427 1.7096
H 1.6962 0.9926 1.5089
H -0.0020 1.5527 1.4631
H -2.0197 -1.3736 -0.3275
H -1.3266 1.1440 -0.4839
H -0.5961 0.4887 -1.9543
H 1.2550 1.1956 -0.8397
*
```

Calculated values
SMILES	CNCC=C=O
LUMO level	0.0355	Eh
frontier orbital gap	9.55	eV

=====

Entry three
DFT (ωB97M-V with the def2-TZVPD basis set) results for a structure of composition C4H7NO.

```
! RIJCOSX wB97M-V def2-TZVPD def2/J DEFGRID3
* xyz 0 1
C -0.7572 0.3352 1.4634
C 1.1183 0.5451 -0.2747
C 1.0162 -0.9321 -0.7319
C -0.3914 -0.5184 -0.9742
O -1.1680 -0.5434 -1.8948
N -0.3872 0.5838 0.0523
H -1.7297 0.7888 1.6727
H -0.8182 -0.7412 1.6415
H 0.0280 0.7707 2.0855
H 1.2523 1.2260 -1.1215
H 1.5148 -1.2367 -1.6577
H 1.2211 -1.6638 0.0576
H -0.8990 1.3862 -0.3182
*
```

Calculated values
LUMO level	0.0285	Eh
frontier orbital gap	8.16	eV

=====

Entry four
DFT (ωB97M-V with the def2-TZVPD basis set) results for an isolated molecule of C4H7NO.

```
! RIJCOSX wB97M-V def2-TZVPD def2/J DEFGRID3
* xyz 0 1
C 0.2602 1.5853 0.9353
C -0.7222 0.5800 0.3942
C 0.7541 -0.5550 -1.0551
N -0.2820 -0.6176 -0.0982
C -0.6532 -1.8759 -0.3153
O 0.0860 -2.3719 -1.2493
H 0.7515 1.3236 1.8902
H -0.2800 2.5238 1.0969
H 1.0472 1.8356 0.2162
H -1.7480 0.5798 0.7484
H 0.5109 -0.0180 -1.9632
H 1.7890 -0.6140 -0.7243
H -1.5135 -2.3756 0.1243
*
```

Calculated values
LUMO level (alpha / beta)	-0.0010 / 0.0343	Eh
frontier orbital gap (alpha / beta)	6.42 / 8.38	eV

=====

Q: Which of them is the least stable? A: entry four.